Molecular formula: C3H9N2O3
Method: DFT, ωB97M-V with the def2-TZVPD basis set

Each line ends with the Löwdin charge.
Geometry (Å):
O  -1.34  -0.21  2.01  0.05
O  -0.04  -0.63  -0.15  -0.31
O  -0.67  -0.45  4.14  0.00
N  0.82  -0.77  2.44  0.14
N  -0.55  0.41  -2.23  -0.14
C  -0.42  -0.47  2.95  -0.71
C  -0.05  -0.78  -1.49  -0.48
C  0.31  1.57  -1.99  -0.18
H  -1.45  0.57  -1.80  0.08
H  0.94  -0.81  1.42  0.07
H  -0.96  -0.34  1.09  0.04
H  1.27  1.37  -2.46  0.06
H  0.52  1.71  -0.92  0.07
H  -0.69  -1.61  -1.84  0.09
H  1.52  -1.04  3.11  0.09
H  -0.18  2.46  -2.38  0.06
H  0.96  -0.99  -1.90  0.09

* spin multiplicity: 1
* energy above the lowest of the compared OMol25 structures with the same formula, charge and spin: 11.64 kcal per mole
* orbital gap: 0.305 hartree
* charge: -1
* LUMO level: 0.149 hartree
* highest occupied orbital energy: -4.24 eV

---

Molecular formula: C2H4N4OS
Method: DFT, ωB97M-V with the def2-TZVPD basis set

Each line ends with the Löwdin charge.
Geometry (Å):
S  -1.99  -1.12  0.01  0.83
O  1.22  1.15  -0.01  -0.01
N  -1.07  1.43  0.02  0.04
N  0.14  2.12  -0.12  0.01
N  2.60  -1.19  -0.06  0.02
N  1.21  -1.19  -0.03  0.02
C  -0.82  0.18  -0.01  -0.66
C  0.62  -0.08  -0.05  -0.42
H  0.27  2.70  0.71  0.13
H  -3.05  -0.30  0.11  -0.11
H  3.03  -0.44  0.48  0.08
H  2.90  -2.08  0.29  0.07

* spin multiplicity: 1
* energy above the lowest of the compared OMol25 structures with the same formula, charge and spin: 54.49 kcal per mole
* orbital gap: 0.337 hartree
* charge: 0
* LUMO level: 0.027 hartree
* highest occupied orbital energy: -8.44 eV

---

Molecular formula: C54H79AsBrCsN10O4S3Si3
Method: DFT, ωB97M-V with the def2-TZVPD basis set

Each line ends with the Löwdin charge.
Geometry (Å):
Cs  0.49  0.30  0.25  0.94
Br  -3.58  6.04  4.49  0.68
As  1.24  1.29  -3.05  0.81
S  -2.04  -4.60  0.04  0.52
S  1.37  2.06  3.29  0.51
S  4.95  -2.60  1.32  0.70
Si  0.27  0.13  -4.87  0.32
Si  1.08  3.48  -3.88  0.34
Si  3.49  0.91  -3.57  0.33
O  2.38  1.66  -0.42  -0.48
O  -1.79  2.14  1.47  -0.17
O  2.01  3.63  0.51  -0.07
O  -0.41  3.82  -0.11  -0.01
N  -1.50  -3.20  4.20  -0.10
N  -0.82  -1.94  2.33  0.10
N  -2.41  -1.80  -1.66  0.09
N  3.14  -4.53  1.29  -0.19
N  -0.61  7.76  0.00  0.17
N  -2.04  -2.96  -2.08  -0.03
N  5.00  -4.89  -0.09  -0.28
N  1.08  6.30  0.16  0.21
N  -0.99  -4.96  -2.35  0.02
N  -2.62  0.93  -1.65  0.12
C  -3.54  -1.25  -1.98  -0.22
C  -1.82  6.22  2.28  -0.08
C  2.81  7.65  -1.08  -0.03
C  -0.79  3.92  -4.09  -0.20
C  1.87  3.95  -5.59  -0.21
C  6.37  -5.13  0.31  -0.13
C  -4.65  -1.96  -2.65  -0.17
C  -1.50  -3.38  5.62  -0.23
C  -6.08  -3.90  -2.88  -0.09
C  1.56  7.36  -0.55  -0.21
C  -2.35  -4.08  3.42  -0.24
C  -2.57  3.98  2.83  -0.06
C  -5.10  2.03  -1.09  -0.07
C  0.62  9.45  -1.38  -0.04
C  2.67  -5.85  0.97  -0.04
C  5.78  1.83  2.32  -0.13
C  -1.82  3.45  1.78  -0.21
C  3.51  2.18  1.59  -0.19
C  4.93  -4.31  -1.43  -0.10
C  -0.22  6.59  0.46  -0.26
C  4.07  -0.75  -2.79  -0.21
C  -1.63  0.18  -4.64  -0.22
C  -2.66  -2.67  6.33  -0.07
C  4.00  1.86  3.92  -0.15
C  1.92  4.72  -2.69  -0.20
C  0.53  0.60  -6.72  -0.21
C  -6.77  -3.27  -3.91  -0.11
C  -3.96  2.82  -1.08  -0.05
C  4.66  2.28  -2.91  -0.20
C  -5.03  -3.25  -2.26  -0.02
C  2.93  8.84  -1.78  -0.12
C  3.98  0.74  -5.44  -0.22
C  4.86  2.05  1.31  -0.05
C  2.31  -3.78  2.21  -0.07
C  -1.06  4.32  0.96  -0.19
C  4.31  -4.04  0.84  -0.80
C  -0.84  -2.16  3.57  -0.47
C  5.34  1.75  3.63  -0.13
C  -2.75  2.22  -1.38  -0.15
C  2.56  2.49  0.48  -0.72
C  1.85  9.70  -1.95  -0.13
C  0.75  -1.72  -4.69  -0.22
C  -6.39  -2.01  -4.32  -0.10
C  0.47  8.27  -0.66  -0.24
C  -1.05  5.69  1.25  -0.07
C  -4.98  0.70  -1.41  -0.02
C  -3.71  0.16  -1.67  -0.24
C  3.04  2.05  2.91  -0.71
C  -2.34  1.24  2.39  -0.09
C  -1.66  -4.05  -1.53  -0.97
C  -2.55  5.35  3.05  -0.67
C  -5.35  -1.36  -3.70  -0.05
C  -0.05  -1.23  4.44  -0.03
C  -3.71  -3.48  3.07  -0.08
H  2.00  4.29  -1.70  0.00
H  5.18  2.14  0.28  0.10
H  1.38  3.47  -6.43  0.00
H  3.55  -0.17  -5.86  0.00
H  5.70  1.98  -2.91  0.03
H  -2.66  -1.61  6.09  0.07
H  -1.81  7.28  2.47  0.10
H  -7.61  -3.77  -4.39  0.09
H  3.64  6.98  -0.95  0.11
H  3.66  1.80  4.95  0.08
H  -2.15  -0.61  -5.17  0.03
H  -0.48  -4.52  -3.11  0.06
H  3.60  1.58  -6.02  -0.01
H  -4.39  -3.48  3.92  0.05
H  -2.05  1.13  -4.97  0.02
H  2.28  -4.29  3.18  0.10
H  -5.85  0.05  -1.42  0.11
H  -3.15  3.35  3.48  0.09
H  5.05  0.70  -5.59  0.02
H  -0.45  -5.64  -1.83  0.04
H  -6.36  -4.89  -2.56  0.10
H  -1.84  -4.32  2.48  0.00
H  6.96  -4.21  0.36  0.05
H  5.42  -4.99  -2.13  0.08
H  4.56  3.20  -3.48  0.01
H  0.81  -1.74  4.87  0.08
H  -4.14  -4.07  2.27  0.05
H  6.37  -5.60  1.29  0.08
H  1.65  -5.79  0.57  0.09
H  2.64  -6.46  1.87  0.09
H  0.63  -2.01  -3.65  0.01
H  5.08  -1.02  -3.10  0.02
H  1.84  5.02  -5.75  0.02
H  -6.07  2.45  -0.85  0.10
H  2.93  4.96  -3.03  0.02
H  1.37  5.66  -2.61  0.03
H  -4.51  -3.74  -1.45  0.08
H  -1.90  1.38  3.38  0.10
H  -0.66  -0.83  5.25  0.07
H  3.40  -1.57  -3.06  0.01
H  -1.39  3.11  -3.68  -0.02
H  -4.00  3.87  -0.84  0.11
H  6.05  1.57  4.43  0.09
H  6.82  -5.80  -0.42  0.08
H  1.56  5.44  0.38  0.13
H  -1.83  2.79  -1.39  0.08
H  -1.84  0.08  -3.58  -0.02
H  4.07  -0.66  -1.71  0.02
H  1.99  10.60  -2.54  0.09
H  0.59  3.68  0.09  0.05
H  1.79  -1.90  -4.98  0.00
H  3.89  9.11  -2.20  0.09
H  -0.55  -3.04  6.04  0.10
H  1.29  -3.70  1.82  0.08
H  3.89  -4.18  -1.71  0.09
H  -0.20  10.13  -1.49  0.10
H  -1.35  -2.59  1.75  -0.02
H  -2.10  0.24  2.04  0.05
H  -1.05  4.82  -3.55  0.02
H  -1.07  4.06  -5.13  0.02
H  -2.56  -2.79  7.41  0.07
H  3.33  -6.31  0.24  0.08
H  0.03  -0.10  -7.39  0.02
H  -1.57  -4.46  5.83  0.11
H  -3.61  -3.09  6.02  0.06
H  4.37  2.49  -1.88  0.00
H  -6.92  -1.52  -5.13  0.09
H  -3.59  -2.46  2.72  0.07
H  5.43  -3.34  -1.48  0.07
H  -2.47  -5.01  3.97  0.11
H  2.72  -2.78  2.35  0.03
H  0.13  -2.37  -5.29  0.02
H  0.11  1.59  -6.91  0.00
H  -3.43  1.36  2.46  0.10
H  6.83  1.73  2.09  0.08
H  2.92  3.65  -5.61  0.00
H  -5.05  -0.37  -4.03  0.12
H  1.58  0.63  -6.99  -0.01
H  0.31  -0.41  3.83  0.00

* spin multiplicity: 1
* orbital gap: 0.194 hartree
* charge: -2
* LUMO level: 0.126 hartree
* highest occupied orbital energy: -1.85 eV

---

- Which formula does entry 2 have?
  C2H4N4OS

---

- The lowest orbital gap belongs to which entry?
  C54H79AsBrCsN10O4S3Si3

---

What did the first record say?
Molecular formula: C3H9N2O3
Method: DFT, ωB97M-V with the def2-TZVPD basis set

Each line ends with the Löwdin charge.
Geometry (Å):
O  -1.34  -0.21  2.01  0.05
O  -0.04  -0.63  -0.15  -0.31
O  -0.67  -0.45  4.14  0.00
N  0.82  -0.77  2.44  0.14
N  -0.55  0.41  -2.23  -0.14
C  -0.42  -0.47  2.95  -0.71
C  -0.05  -0.78  -1.49  -0.48
C  0.31  1.57  -1.99  -0.18
H  -1.45  0.57  -1.80  0.08
H  0.94  -0.81  1.42  0.07
H  -0.96  -0.34  1.09  0.04
H  1.27  1.37  -2.46  0.06
H  0.52  1.71  -0.92  0.07
H  -0.69  -1.61  -1.84  0.09
H  1.52  -1.04  3.11  0.09
H  -0.18  2.46  -2.38  0.06
H  0.96  -0.99  -1.90  0.09

* spin multiplicity: 1
* energy above the lowest of the compared OMol25 structures with the same formula, charge and spin: 11.64 kcal per mole
* orbital gap: 0.305 hartree
* charge: -1
* LUMO level: 0.149 hartree
* highest occupied orbital energy: -4.24 eV